The following is a quantum chemistry calculation of a molecular structure, C31H46N2OOsPSSi, from the Open Molecules 2025 dataset.

Geometry (Å):
Os -0.511 0.466 0.194
C 2.519 1.808 2.187
C 3.054 0.892 1.085
C 4.518 1.205 0.779
P 1.909 0.806 -0.365
C 2.342 2.119 -1.596
C 3.583 1.954 -2.468
C 2.363 3.490 -0.902
C 2.252 -0.807 -1.105
C 3.463 -1.211 -1.663
C 3.688 -2.526 -2.049
C 4.994 -2.949 -2.655
C 2.668 -3.449 -1.825
C 1.469 -3.083 -1.246
C 1.238 -1.750 -0.899
N 0.048 -1.328 -0.247
C -0.664 -2.409 0.402
C -0.428 -2.665 1.751
C 0.531 -1.815 2.535
C -1.130 -3.697 2.358
C -2.052 -4.462 1.653
C -2.793 -5.589 2.317
C -2.275 -4.160 0.316
C -1.599 -3.135 -0.334
C -1.897 -2.809 -1.770
H 3.104 1.660 3.096
H 1.472 1.615 2.417
H 2.617 2.859 1.908
H 3.011 -0.141 1.450
H 4.652 2.246 0.487
H 4.933 0.570 -0.002
H 5.113 1.041 1.679
H 1.476 2.094 -2.264
H 4.503 1.932 -1.885
H 3.648 2.811 -3.142
H 3.535 1.061 -3.088
H 3.336 3.680 -0.446
H 1.614 3.588 -0.119
H 2.188 4.280 -1.634
H 4.260 -0.494 -1.797
H 5.630 -2.091 -2.866
H 4.836 -3.489 -3.589
H 5.540 -3.614 -1.984
H 2.821 -4.486 -2.097
H 0.718 -3.838 -1.063
H 0.238 -0.756 2.533
H 1.547 -1.872 2.138
H 0.554 -2.114 3.582
H -0.962 -3.902 3.409
H -2.765 -5.498 3.402
H -2.352 -6.551 2.053
H -3.837 -5.611 2.005
H -3.013 -4.730 -0.240
H -2.921 -3.087 -2.016
H -1.237 -3.349 -2.454
H -1.773 -1.745 -1.974
O -0.760 2.154 1.250
N -0.815 3.310 0.553
C -0.796 4.446 1.287
C -0.903 5.656 0.666
C -1.038 5.694 -0.727
C -1.054 4.527 -1.446
C -0.937 3.295 -0.789
S -1.041 1.757 -1.578
H -0.702 4.286 2.350
H -0.890 6.560 1.255
H -1.131 6.645 -1.235
H -1.162 4.525 -2.521
C -5.376 -0.305 1.333
Si -4.059 0.641 0.394
C -4.205 2.461 0.847
C -4.398 0.395 -1.433
C -2.403 -0.066 0.932
H -6.379 0.074 1.130
H -5.210 -0.253 2.411
H -5.357 -1.360 1.048
H -5.110 2.895 0.416
H -3.363 3.058 0.494
H -4.264 2.578 1.932
H -5.398 0.779 -1.653
H -4.401 -0.669 -1.682
H -3.697 0.897 -2.099
H -2.583 -1.146 0.909
H -2.339 0.201 2.004

The charge is +1. Its total energy is -2513.11835 Ha. As for the spin multiplicity: 1.

Charges computed using Löwdin, reported in e: atom 1 (Os): 1.136, atom 2 (C): -0.110, atom 3 (C): -0.511, atom 4 (C): -0.091, atom 5 (P): 0.993, atom 6 (C): -0.522, atom 7 (C): -0.096, atom 8 (C): -0.101, atom 9 (C): -0.269, atom 10 (C): -0.040, atom 11 (C): -0.253, atom 12 (C): -0.036, atom 13 (C): -0.009, atom 14 (C): 0.012, atom 15 (C): -0.266, atom 16 (N): -0.167, atom 17 (C): -0.288, atom 18 (C): -0.213, atom 19 (C): -0.025, atom 20 (C): 0.011, atom 21 (C): -0.251, atom 22 (C): -0.041, atom 23 (C): 0.007, atom 24 (C): -0.237, atom 25 (C): -0.022, atom 26 (H): 0.088, atom 27 (H): 0.045, atom 28 (H): 0.072, atom 29 (H): 0.100, atom 30 (H): 0.069, atom 31 (H): 0.063, atom 32 (H): 0.090, atom 33 (H): 0.055, atom 34 (H): 0.070, atom 35 (H): 0.090, atom 36 (H): 0.071, atom 37 (H): 0.077, atom 38 (H): 0.047, atom 39 (H): 0.090, atom 40 (H): 0.089, atom 41 (H): 0.079, atom 42 (H): 0.088, atom 43 (H): 0.090, atom 44 (H): 0.126, atom 45 (H): 0.118, atom 46 (H): 0.055, atom 47 (H): 0.080, atom 48 (H): 0.089, atom 49 (H): 0.122, atom 50 (H): 0.079, atom 51 (H): 0.089, atom 52 (H): 0.083, atom 53 (H): 0.128, atom 54 (H): 0.085, atom 55 (H): 0.086, atom 56 (H): 0.068, atom 57 (O): -0.317, atom 58 (N): -0.191, atom 59 (C): -0.002, atom 60 (C): -0.019, atom 61 (C): -0.029, atom 62 (C): -0.055, atom 63 (C): -0.602, atom 64 (S): 0.755, atom 65 (H): 0.151, atom 66 (H): 0.122, atom 67 (H): 0.124, atom 68 (H): 0.124, atom 69 (C): -0.179, atom 70 (Si): 0.408, atom 71 (C): -0.162, atom 72 (C): -0.185, atom 73 (C): -0.395, atom 74 (H): 0.035, atom 75 (H): 0.034, atom 76 (H): 0.032, atom 77 (H): 0.038, atom 78 (H): 0.000, atom 79 (H): 0.039, atom 80 (H): 0.037, atom 81 (H): 0.026, atom 82 (H): -0.012, atom 83 (H): 0.008, atom 84 (H): 0.025